Record 1
C49H126N6O16 | wB97M-V/def2-TZVPD

Its expectation value of S² is 0.754. The spin multiplicity is 2. The relative energy (zero: lowest compared OMol25 entry of this formula, charge and spin) comes out at 105.00 kcal per mole. For the lowest unoccupied orbital energy (spin up / spin down), the calculation gives -2.3 / -7.1 eV. The total energy comes out at -94535.2718 eV. The total charge is +1. The calculation puts the HOMO-LUMO gap (spin up / spin down) at 7.53 / 2.79 eV.

Last column: Löwdin charge in e.
Positions of all 197 atoms, in Å:
C 3.4219 -5.7781 12.2734  -0.103
O 3.7720 -5.3350 10.9874  -0.194
C 3.7257 -4.0019 10.6055  -0.225
C 2.3839 -3.8477 9.7845  -0.178
N 2.1717 -2.4287 9.4310  -0.087
C 3.2876 -1.8154 8.6564  -0.188
C 2.8783 -0.5815 7.7927  -0.166
O 2.0724 -1.1176 6.7280  -0.196
C 1.3375 -0.2878 5.9339  -0.167
H 3.9021 -5.2048 13.0664  0.088
H 3.5009 -6.8636 12.3321  0.092
H 2.3555 -5.6338 12.4471  0.075
H 4.5609 -3.9094 9.9112  0.111
H 3.8010 -3.1627 11.2970  0.124
H 1.5243 -4.2354 10.3312  0.116
H 2.4863 -4.3747 8.8359  0.108
H 1.2581 -2.3138 9.0161  0.094
H 3.5559 -2.5366 7.8844  0.104
H 4.1622 -1.8041 9.3068  0.108
H 3.7499 -0.1320 7.3167  0.119
H 2.4313 0.1101 8.5068  0.120
H 0.5278 0.1642 6.5067  0.090
H 0.8613 -0.7989 5.0972  0.069
H 1.9149 0.5450 5.5324  0.081
C 1.3428 -2.8201 -2.0061  -0.096
O 1.9158 -3.4675 -3.1567  -0.163
C 3.3036 -3.1474 -3.3085  -0.231
C 3.9507 -3.9217 -4.4545  -0.182
N 3.4325 -3.3798 -5.7232  -0.071
C 4.3280 -3.8261 -6.8274  -0.166
C 3.9674 -2.9209 -8.0189  -0.214
O 2.8746 -3.2915 -8.8400  -0.165
C 2.4836 -2.3374 -9.7943  -0.133
H 0.3257 -3.2029 -1.9220  0.079
H 1.2993 -1.7474 -2.1944  0.061
H 1.7874 -3.0360 -1.0346  0.083
H 3.9521 -3.2696 -2.4410  0.119
H 3.4702 -2.0908 -3.5183  0.101
H 3.7730 -4.9815 -4.2717  0.126
H 4.9845 -3.5762 -4.4622  0.123
H 2.5068 -3.6931 -5.9782  0.122
H 4.3887 -4.9000 -7.0041  0.124
H 5.3148 -3.4426 -6.5681  0.117
H 4.7584 -2.8456 -8.7650  0.124
H 3.8793 -1.9425 -7.5467  0.097
H 3.2154 -2.0027 -10.5295  0.081
H 2.2409 -1.3552 -9.3887  0.075
H 1.6248 -2.5584 -10.4282  0.088
C -0.9846 2.1399 4.1636  -0.138
O 0.3395 2.3752 4.1379  -0.198
C 0.7365 3.7128 3.8906  -0.162
C 0.8318 3.9964 2.4060  -0.096
N 1.9812 3.4618 1.6132  0.233
C 1.8468 3.9467 0.2403  -0.105
C 3.3033 3.8844 -0.3264  -0.171
O 3.6564 2.5251 -0.4581  -0.172
C 5.0145 2.3130 -0.5086  -0.112
H -1.1215 1.0868 4.4093  0.103
H -1.6274 2.4842 3.3535  0.100
H -1.3953 2.6388 5.0414  0.102
H 1.7382 3.8663 4.2918  0.139
H 0.1863 4.4553 4.4686  0.144
H 0.5130 5.0218 2.2186  0.144
H -0.0145 3.4652 1.9703  0.137
H 2.2760 2.5020 1.7222  0.125
H 1.4893 4.9604 0.0594  0.132
H 1.2361 3.3128 -0.4026  0.125
H 4.0263 4.4395 0.2713  0.130
H 3.2640 4.3806 -1.2962  0.138
H 5.6822 2.8780 0.1418  0.100
H 5.3738 2.3011 -1.5376  0.102
H 5.1934 1.2912 -0.1740  0.084
C -5.0610 11.3320 -3.0193  -0.119
O -4.1043 10.5593 -3.7088  -0.163
C -2.8814 10.4507 -3.0462  -0.227
C -2.8819 9.3947 -1.9093  -0.218
N -2.1678 8.1969 -2.1943  -0.041
C -1.7403 7.5572 -0.9246  -0.240
C -1.4292 6.1346 -1.1166  -0.202
O -2.7443 5.4398 -1.2400  -0.199
C -2.5526 4.0439 -1.3751  -0.122
H -5.8572 11.6273 -3.7027  0.086
H -4.7421 12.2982 -2.6286  0.090
H -5.6063 10.7645 -2.2652  0.081
H -2.5556 11.3961 -2.6125  0.107
H -1.9857 10.2789 -3.6432  0.121
H -3.9011 9.2550 -1.5492  0.121
H -2.3066 9.9242 -1.1499  0.115
H -2.6925 7.4485 -2.6240  0.109
H -2.5068 7.5971 -0.1507  0.124
H -0.8477 8.0167 -0.5001  0.119
H -1.1010 5.8320 -0.1222  0.102
H -0.8252 5.8979 -1.9925  0.132
H -3.5450 3.6725 -1.6307  0.095
H -2.1758 3.5739 -0.4666  0.065
H -1.8636 3.7745 -2.1756  0.075
C -1.4311 0.6019 -3.7823  -0.139
O -2.1252 1.7532 -4.1640  -0.221
C -2.8418 1.6791 -5.4273  -0.166
C -3.7159 2.9686 -5.5472  -0.206
N -4.5967 2.8998 -6.7215  -0.045
C -5.5875 4.0174 -6.6065  -0.212
C -6.7833 3.9374 -7.5382  -0.284
O -7.7349 4.9303 -7.3685  -0.179
C -8.7773 4.7935 -8.3066  -0.107
H -1.9966 -0.2761 -3.4704  0.091
H -0.7693 0.8400 -2.9495  0.061
H -0.8132 0.2838 -4.6221  0.069
H -3.5035 0.8169 -5.5101  0.121
H -1.9971 1.6457 -6.1153  0.118
H -2.9787 3.7331 -5.7927  0.114
H -4.2258 3.1551 -4.6021  0.116
H -3.9438 3.1187 -7.4604  0.105
H -5.2454 5.0351 -6.7951  0.123
H -6.0950 3.9301 -5.6458  0.117
H -7.1953 2.9579 -7.2954  0.129
H -6.2879 4.0872 -8.4975  0.125
H -9.3571 5.7164 -8.2937  0.085
H -9.4697 4.1545 -7.7585  0.090
H -8.5297 4.5312 -9.3352  0.094
C 0.9847 -5.5674 1.2288  -0.060
C -0.3117 -5.2559 0.5063  -0.437
C -1.1650 -6.5390 0.4545  -0.197
O -0.3913 -7.4190 -0.3323  -0.184
C -0.9145 -8.7071 -0.4585  -0.123
N -1.0062 -4.1352 1.1338  0.063
H 1.6219 -6.1822 0.5931  0.077
H 0.8032 -6.2365 2.0699  0.082
H 1.5116 -4.6206 1.3468  0.067
H 0.0317 -5.0210 -0.5011  0.120
H -2.1285 -6.4194 -0.0410  0.127
H -1.2781 -6.8494 1.4932  0.122
H -1.2959 -9.2628 0.3981  0.090
H -0.0670 -9.2983 -0.8055  0.088
H -1.6296 -8.7926 -1.2768  0.085
H -1.6889 -3.7819 0.4787  0.056
H -1.6140 -4.4563 1.8738  0.047
C -0.3612 -0.6279 1.6329  -0.032
C 0.9154 0.0309 1.0057  -0.403
C 0.5679 0.7523 -0.3517  -0.017
O 1.6095 0.7754 2.0031  -0.076
H -0.1269 -1.1889 2.5376  0.077
H -0.7025 -1.3146 0.8583  0.061
H -1.1841 0.0704 1.7855  0.072
H 1.4964 -0.8780 0.8494  0.124
H 1.4352 1.0145 -0.9576  0.069
H 0.0505 1.6694 -0.0698  0.058
H -0.0277 0.0563 -0.9422  0.069
H 1.0224 1.3386 2.5128  0.052
C -1.6849 -5.6396 6.4034  -0.036
C -2.2429 -4.2104 5.9561  -0.435
C -1.3305 -3.4149 4.9917  -0.043
O -3.5474 -4.3959 5.4104  -0.066
H -1.6212 -6.2791 5.5231  0.064
H -2.2788 -6.1441 7.1656  0.073
H -0.6409 -5.6581 6.7159  0.065
H -2.4514 -3.6141 6.8443  0.126
H -0.9414 -4.1142 4.2516  0.062
H -0.4979 -2.8628 5.4277  0.065
H -1.8760 -2.7357 4.3366  0.061
H -3.4299 -4.5680 4.4733  0.060
C 1.9151 0.5674 -4.3777  -0.041
C 2.7740 0.4447 -5.6801  -0.490
C 3.2428 1.6098 -6.4374  -0.073
O 3.9319 -0.3912 -5.5242  -0.067
H 1.2461 1.3901 -4.6300  0.070
H 2.5497 0.7694 -3.5148  0.069
H 1.3289 -0.3056 -4.0908  0.055
H 2.0176 0.0992 -6.3848  0.126
H 3.9122 2.2796 -5.8975  0.086
H 2.3022 2.0546 -6.7623  0.083
H 3.7464 1.2495 -7.3344  0.089
H 3.8011 -1.2874 -5.8424  0.023
C -5.9940 -3.3187 2.6613  -0.031
C -5.0769 -3.0946 1.4585  -0.538
C -4.2094 -1.8108 1.4509  -0.032
O -4.3365 -4.2154 1.3212  -0.050
H -6.5661 -4.2180 2.4331  0.089
H -6.6253 -2.4823 2.9611  0.087
H -5.3684 -3.4525 3.5439  0.070
H -5.6621 -3.1489 0.5405  0.132
H -3.5107 -1.8236 0.6144  0.062
H -3.5521 -1.7899 2.3202  0.066
H -4.8723 -0.9618 1.2837  0.081
H -4.7558 -4.9049 1.8412  0.088
C 3.4594 -1.6895 3.3480  -0.046
C 4.5173 -0.9273 2.5862  -0.457
C 5.8141 -1.7499 2.4345  -0.049
O 4.0801 -0.6825 1.2380  -0.071
H 3.0802 -2.5795 2.8458  0.087
H 2.6084 -1.0544 3.5939  0.044
H 3.8649 -2.0135 4.3066  0.088
H 4.7647 0.0366 3.0308  0.130
H 6.4401 -1.8257 3.3236  0.079
H 6.5559 -1.4821 1.6821  0.075
H 5.4682 -2.7432 2.1486  0.080
H 3.2621 -0.1801 1.2418  0.026



Record 2
C33H51BrClIN2O12S2 | wB97M-V/def2-TZVPD

For the lowest unoccupied orbital energy, the calculation gives 0.1 eV. The total energy comes out at -174931.7486 eV. The calculation puts the HOMO-LUMO gap at 8.91 eV.

Last column: Löwdin charge in e.
Positions of all 103 atoms, in Å:
C -3.1548 1.8271 2.5726  -0.047
C -3.5619 2.1008 1.1183  -0.241
O -2.5285 2.8647 0.5115  -0.150
C -2.3708 2.6873 -0.8671  -0.184
C -1.3748 1.5607 -1.2405  -0.169
O -0.6819 1.1042 -0.1046  -0.131
C 0.1094 -0.0595 -0.3456  -0.122
C 1.6022 0.1629 -0.1359  -0.325
C 2.0281 1.6002 -0.4837  -0.099
C 1.7361 2.6378 0.6003  -0.275
C 2.0574 4.0325 0.0479  -0.618
I 2.8826 5.3394 1.5240  0.887
O 2.0172 -0.0426 1.2135  -0.091
C 1.0565 0.0203 2.2135  -0.303
O 1.7929 0.2048 3.4055  -0.016
C 2.4083 -0.8845 -1.0275  -0.269
C 2.7194 -0.3513 -2.4415  -0.096
C 1.6237 0.2567 -3.3402  -0.152
C 1.0833 -0.5646 -4.5136  -0.213
C 2.1638 -1.2324 -5.3495  -0.302
S 1.6662 -1.5334 -7.0227  0.322
O 2.5809 -2.4578 -7.6118  -0.332
O 0.2697 -1.8157 -7.0664  -0.320
Cl 2.0234 0.2771 -7.8739  0.410
N 3.8351 -0.8293 -0.3896  0.127
C 4.7313 -1.5234 -0.7723  -0.814
S 5.9297 -2.3903 -1.3111  0.714
N 1.9246 -2.2351 -0.9655  -0.041
C 1.6789 -3.0593 -2.1321  -0.112
C 0.2560 -3.1901 -2.6665  -0.201
C -0.8931 -2.9059 -1.9394  -0.040
C -2.1588 -3.0870 -2.4918  -0.027
C -2.3189 -3.5678 -3.7922  -0.272
C -3.6944 -3.7757 -4.3573  -0.049
C -1.1668 -3.8637 -4.5157  -0.029
C 0.0946 -3.6827 -3.9633  -0.057
C 1.5702 -2.8972 0.2774  -0.196
C 2.6063 -3.7283 1.0531  -0.683
C 3.4798 -4.6495 0.2096  -0.144
Br 3.6524 -2.7226 2.3624  0.737
H -3.0203 0.7595 2.7186  0.068
H -2.2034 2.3173 2.7334  0.063
H -3.9029 2.2271 3.2453  0.064
H -4.5267 2.6086 1.0632  0.116
H -3.6724 1.1560 0.5811  0.115
H -2.0207 3.6396 -1.2614  0.119
H -3.3160 2.4654 -1.3646  0.120
H -0.6871 1.9773 -1.9816  0.111
H -1.9337 0.7385 -1.6959  0.125
H -0.2700 -0.8334 0.3165  0.118
H -0.0980 -0.4212 -1.3491  0.106
H 3.1094 1.5838 -0.5975  0.128
H 1.5545 1.9433 -1.3989  0.108
H 2.3701 2.4632 1.4645  0.089
H 0.7075 2.6320 0.9447  0.103
H 1.1531 4.5297 -0.2877  0.037
H 2.7374 3.9932 -0.7957  0.042
H 0.3578 0.8506 2.0824  0.126
H 0.4662 -0.9029 2.3037  0.125
H 1.2251 -0.0964 4.1192  0.092
H 3.2513 -1.1145 -3.0035  0.101
H 3.4730 0.4088 -2.2894  0.115
H 0.7656 0.6234 -2.7951  0.072
H 2.0512 1.1597 -3.7815  0.124
H 0.3142 -1.2567 -4.1933  0.092
H 0.5660 0.1425 -5.1650  0.110
H 3.0266 -0.5687 -5.4060  0.102
H 2.5209 -2.1782 -4.9561  0.088
H 1.9514 -4.0799 -1.8598  0.121
H 2.3179 -2.8363 -2.9786  0.102
H -0.8321 -2.5530 -0.9222  0.090
H -3.0411 -2.8561 -1.9102  0.115
H -4.2055 -2.8377 -4.5547  0.082
H -4.2957 -4.3141 -3.6250  0.080
H -3.6697 -4.3980 -5.2458  0.075
H -1.2640 -4.2474 -5.5222  0.116
H 0.9673 -3.9268 -4.5561  0.116
H 1.0703 -2.2555 0.9927  0.086
H 0.8122 -3.6390 0.0214  0.125
H 2.0003 -4.3574 1.6966  0.075
H 3.0128 -5.6304 0.1454  0.083
H 4.4541 -4.7764 0.6680  0.054
H 3.6548 -4.2734 -0.7924  0.033
C 0.5434 5.4479 4.0572  -0.190
C 0.1261 6.1242 5.3475  -0.111
O -1.2802 5.8545 5.3898  0.061
C -1.5268 4.7538 4.6432  -0.567
O -2.5735 4.1935 4.5910  0.153
O -0.4263 4.3940 3.9478  0.053
H 1.5456 5.0324 4.0823  0.061
H 0.4473 6.1017 3.1901  0.085
H 0.5952 5.6773 6.2259  0.132
H 0.3025 7.1961 5.3524  0.132
C -3.5536 0.9030 6.4685  -0.111
C -4.7206 0.2818 7.2119  -0.114
O -5.3320 -0.5212 6.1969  0.060
C -4.3991 -0.8085 5.2582  -0.579
O -4.5466 -1.5831 4.3710  0.161
O -3.2754 -0.0864 5.4714  0.044
H -2.6782 1.0649 7.0915  0.132
H -3.8178 1.8374 5.9702  0.125
H -4.3992 -0.3686 8.0274  0.131
H -5.4301 1.0113 7.5922  0.132



Record 3
C5H7N | wB97M-V/def2-TZVPD

The relative energy (zero: lowest compared OMol25 entry of this formula, charge and spin) comes out at 14.87 kcal per mole. For the lowest unoccupied orbital energy, the calculation gives 1.1 eV. The total energy comes out at -6787.8677 eV. The calculation puts the HOMO-LUMO gap at 9.11 eV.

Last column: Löwdin charge in e.
Positions of all 13 atoms, in Å:
C -1.1706 0.9358 1.1417  -0.069
C -0.4715 0.3714 -0.0596  -0.306
C 0.8307 0.7346 -0.2678  -0.116
N 1.4964 -0.3212 -0.8249  0.006
C 0.6160 -1.3552 -1.0132  -0.135
C -0.6261 -0.9397 -0.6106  -0.066
H -2.1891 0.5762 1.2851  0.070
H -0.5828 0.5600 1.9884  0.080
H -1.1354 2.0270 1.2027  0.073
H 1.3278 1.6511 0.0214  0.120
H 2.4954 -0.4092 -0.7827  0.142
H 0.9485 -2.3171 -1.3674  0.104
H -1.5393 -1.5138 -0.7131  0.098